Molecular formula: C72H198N18O18
Method: DFT, ωB97M-V/def2-TZVPD

Last column: Löwdin charge in e.
Element x y z (Å)
O1 -5.66549 0.12434 3.96855  -0.22
O2 3.79715 1.48204 1.27835  -0.20
O3 3.02446 -3.26987 3.62169  -0.17
O4 -1.80721 -0.33267 -4.43740  -0.20
O5 0.59955 4.73498 -5.62755  -0.19
O6 -2.12058 -6.17220 -2.74119  -0.20
O7 6.05763 1.73070 -3.42291  -0.18
O8 3.22109 4.99066 -1.89513  -0.21
O9 -2.26292 -2.50084 6.24673  -0.21
O10 4.87698 -2.38435 -1.23866  -0.26
O11 -6.17237 -3.42518 10.00127  -0.22
O12 -0.58995 0.35283 -0.57534  -0.21
O13 -1.35610 2.61175 4.87205  -0.17
O14 0.50725 -4.37795 7.50557  -0.20
O15 1.48938 -4.14109 -3.70453  -0.18
O16 1.74025 1.28447 -8.46534  -0.19
O17 -1.08904 4.76700 0.00381  -0.22
O18 -5.26845 4.64405 -3.35653  -0.20
N1 6.65227 -2.92352 -3.52608  0.04
N2 -5.99564 -0.23090 0.26713  0.05
N3 -5.47496 -0.70061 10.36147  0.04
N4 -0.68360 5.43823 -9.03999  0.03
N5 0.29416 -6.19963 10.79071  0.01
N6 -2.18730 -4.00120 -1.12316  0.06
N7 6.01969 7.54165 -2.23818  0.04
N8 -5.18191 1.88167 -2.23555  0.07
N9 -4.11071 -2.94981 3.07418  0.07
N10 8.12363 0.06935 -4.24584  0.04
N11 3.43514 1.73640 -11.83656  0.02
N12 -3.63328 -1.13005 -2.10684  0.08
N13 -1.53679 -2.42926 1.59608  0.06
N14 1.32855 -3.73885 1.31597  0.07
N15 7.28550 2.13957 2.42556  0.04
N16 3.35149 -5.08516 -0.62635  0.03
N17 -1.19910 8.34849 -1.02272  0.03
N18 -5.03710 2.62919 5.65628  0.05
C1 -5.21925 5.94564 -4.04440  -0.06
C2 7.44463 0.35793 -6.47165  -0.09
C3 5.95509 1.05925 -4.62606  -0.22
C4 8.43667 -3.63091 -1.93738  -0.06
C5 2.49948 -5.27280 -1.79139  -0.39
C6 5.30841 5.83482 -3.80765  -0.07
C7 2.75943 4.09277 -0.92619  -0.12
C8 -3.62698 -3.29202 4.44780  -0.37
C9 4.85176 2.35571 -3.05417  -0.10
C10 -5.59853 1.88498 1.57277  -0.02
C11 4.42959 5.73304 -1.46617  -0.16
C12 2.68547 1.28790 -7.43855  -0.13
C13 -4.38642 -4.56417 -0.18494  -0.03
C14 -0.18918 6.68302 -2.31130  -0.06
C15 -1.19460 -1.73658 6.80197  -0.10
C16 0.93013 -5.07200 8.69684  -0.17
C17 5.22544 1.31225 1.45824  -0.18
C18 -2.86331 2.20263 -1.85044  -0.08
C19 2.25373 1.10657 -9.79491  -0.16
C20 -2.32985 -7.01959 -3.85763  -0.12
C21 0.04309 -5.18264 6.44067  -0.10
C22 -0.46743 -0.91444 -0.03734  -0.22
C23 -0.23930 -5.51440 9.64225  -0.42
C24 6.32400 -2.35167 -1.11213  -0.15
C25 0.45223 4.51716 -7.00568  -0.20
C26 -1.16605 6.92311 -1.17251  -0.45
C27 -1.42037 0.74835 -5.27135  -0.09
C28 2.22668 -2.41624 4.41229  -0.11
C29 5.88122 2.35676 2.45269  -0.46
C30 -3.77870 3.18323 5.12891  -0.41
C31 5.52778 3.77571 1.92662  -0.05
C32 -5.94057 -4.82698 10.41072  -0.07
C33 -3.73494 -1.57046 -3.48240  -0.43
C34 1.94231 -3.94145 -2.38356  -0.18
C35 -0.30406 1.76246 5.11365  -0.15
C36 -3.15924 -5.05932 -0.95933  -0.41
C37 1.43722 -6.35405 -1.49111  -0.04
C38 -2.61008 2.09935 5.31915  -0.14
C39 0.25948 0.55518 -1.73143  -0.05
C40 -3.49237 4.55260 5.69919  -0.07
C41 -3.19445 -0.58384 -4.49762  -0.22
C42 1.66790 4.01667 -5.03593  -0.10
C43 -1.52077 -1.09294 1.05785  -0.41
C44 1.06845 -4.43797 2.53531  -0.48
C45 -5.26235 -1.32205 9.08635  -0.46
C46 -2.02825 5.24869 -6.97046  -0.06
C47 7.41075 0.96269 -5.13923  -0.45
C48 -0.85264 6.19687 0.16426  -0.14
C49 -4.14993 -0.65702 8.32582  -0.07
C50 -2.50080 -2.33177 4.85720  -0.20
C51 -4.13944 2.89046 -2.08496  -0.43
C52 3.09083 1.19085 2.44892  -0.12
C53 -5.05753 -2.84841 9.27565  -0.16
C54 -6.22690 -0.56945 5.06724  -0.10
C55 -0.76304 3.91343 1.11772  -0.09
C56 -3.37370 -5.59358 -2.38570  -0.19
C57 2.67447 3.52140 -10.65006  -0.08
C58 0.50994 -5.75044 2.12768  -0.06
C59 6.91377 -3.34923 -2.14343  -0.41
C60 -4.03548 3.93617 -3.25650  -0.18
C61 -0.62679 5.51282 -7.57349  -0.40
C62 3.21238 2.13765 -10.45714  -0.46
C63 -5.23114 -1.84253 -3.71173  -0.04
C64 -5.51677 0.33520 1.55982  -0.39
C65 -6.30369 -0.26063 2.74783  -0.19
C66 -3.20878 -4.78553 4.58550  -0.04
C67 2.36162 -4.50253 3.39213  -0.18
C68 -1.27678 -0.18104 2.25112  -0.04
C69 4.17490 -1.36700 -0.59096  -0.10
C70 0.76239 -3.05809 -4.26372  -0.09
C71 4.88179 6.64026 -2.61003  -0.41
C72 -1.06335 -4.32337 10.23823  -0.04
H1 7.87184 1.94963 -5.17726  0.14
H2 -0.71142 -1.64961 -0.80421  0.10
H3 -1.10509 4.56522 -9.32336  0.06
H4 1.79316 -4.33097 0.64245  0.03
H5 0.33469 -3.94483 3.17288  0.10
H6 5.55374 0.30799 1.72616  0.11
H7 5.42117 0.11219 -4.54786  0.13
H8 1.14585 -3.56116 -1.74392  0.11
H9 -7.33945 0.07892 2.74935  0.13
H10 -2.04677 2.84286 -1.51657  0.07
H11 -0.35793 -0.42772 2.78305  0.07
H12 -0.11022 5.60972 -2.48418  0.07
H13 9.09226 -0.07209 -4.49455  0.08
H14 4.59947 -0.40261 -0.86985  0.08
H15 -2.76055 -1.27833 4.75283  0.10
H16 -2.32282 4.23822 -7.25379  0.07
H17 1.98775 -3.01951 1.57694  0.07
H18 -4.91507 -3.81305 -0.77183  0.06
H19 4.06142 1.64964 -2.79938  0.09
H20 -4.46789 -3.13386 5.12305  0.11
H21 -6.89184 -5.21682 10.77298  0.08
H22 -2.59775 5.03407 5.30427  0.07
H23 3.39799 3.21710 -0.80972  0.06
H24 1.37837 -2.15888 -4.27268  0.08
H25 6.50416 -2.67009 -0.08537  0.12
H26 -5.07579 2.19166 0.66679  0.05
H27 -4.35162 3.50517 -1.21021  0.14
H28 -5.60367 -2.49125 -2.91897  0.07
H29 -4.66425 6.74714 -3.55689  0.08
H30 2.07375 0.88365 2.20544  0.08
H31 1.27539 -2.09567 3.98756  0.07
H32 1.51502 -4.43139 9.35686  0.12
H33 1.78147 3.75427 -1.26838  0.08
H34 -7.30505 -0.72812 5.08954  0.10
H35 1.67912 2.93264 -5.14929  0.06
H36 1.57626 -5.92284 8.48073  0.12
H37 -1.97214 -4.64662 10.74589  0.07
H38 2.74315 -3.20278 -2.41710  0.10
H39 -6.05350 0.08361 10.09614  0.07
H40 -2.05929 -0.28986 3.00209  0.05
H41 -6.19594 -1.07631 8.58028  0.13
H42 -1.43598 -7.26959 -4.42912  0.08
H43 1.43331 0.92690 -10.48971  0.13
H44 5.38270 2.26673 3.41783  0.13
H45 1.44744 4.70185 -7.41008  0.11
H46 3.28509 0.37814 -7.46831  0.09
H47 6.00433 4.00077 0.97250  0.07
H48 -1.11211 -1.97320 7.86278  0.08
H49 -2.89842 1.20713 4.76336  0.10
H50 -2.73708 -4.92020 5.55888  0.05
H51 0.16281 1.60518 -2.00759  0.08
H52 0.65309 2.04280 4.67388  0.08
H53 -2.77917 5.90906 -7.40421  0.08
H54 4.52794 3.13650 -3.74236  0.07
H55 -1.36741 -0.66214 6.74022  0.07
H56 3.10934 -1.49959 -0.77829  0.08
H57 2.09283 -2.83657 5.40904  0.08
H58 -4.11578 -5.38169 4.48532  0.07
H59 0.27458 3.90329 1.45142  0.08
H60 8.14112 0.57488 -3.37164  0.07
H61 -0.22064 -2.03416 6.41347  0.07
H62 -1.51086 6.53402 0.96500  0.12
H63 -6.61098 2.26623 1.43987  0.09
H64 1.26618 -6.42633 10.63613  0.06
H65 6.78465 7.04849 -1.80030  0.06
H66 4.06826 7.29309 -2.92643  0.14
H67 8.68447 -4.12243 -0.99658  0.07
H68 -4.33935 5.23760 5.73794  0.07
H69 -6.23486 6.34117 -4.05766  0.08
H70 6.40419 -4.31182 -2.10052  0.12
H71 -3.45307 -0.96037 -5.48729  0.13
H72 -5.86312 -1.59694 5.06134  0.07
H73 -5.53845 0.38949 -0.38571  0.01
H74 3.56637 0.33293 2.92424  0.08
H75 0.05941 -6.32289 2.93850  0.08
H76 -6.25998 -1.34092 2.60951  0.11
H77 -0.20723 -2.81889 -3.82700  0.07
H78 5.11617 2.80896 -2.09878  0.08
H79 2.62159 4.22697 -5.52001  0.08
H80 -0.14528 -0.13670 -2.47006  0.07
H81 6.75756 0.95377 -7.07250  0.08
H82 -2.66277 -0.86323 -2.02299  0.05
H83 -4.48569 -2.01298 3.11706  0.02
H84 -3.26915 4.66396 -2.98975  0.11
H85 5.45365 1.64785 -5.39430  0.11
H86 -3.11603 -0.56854 8.65948  0.07
H87 0.53959 -1.01773 0.36680  0.12
H88 1.36701 -6.32194 1.77142  0.08
H89 3.36622 4.26040 -11.05434  0.08
H90 -5.03448 -5.36976 0.16024  0.08
H91 -1.27167 4.27787 2.01024  0.08
H92 3.99659 -4.31699 -0.74413  0.05
H93 7.58725 2.66716 3.23221  0.08
H94 -2.10663 8.54602 -0.62588  0.07
H95 -5.78044 -5.37906 9.48462  0.08
H96 5.67505 1.57835 0.50160  0.12
H97 8.83793 -4.25174 -2.73841  0.07
H98 4.45231 3.85670 1.76885  0.07
H99 -1.64166 -3.00046 0.76973  0.04
H100 -1.29423 0.86225 1.93591  0.07
H101 6.15712 5.16656 -3.66199  0.08
H102 -3.79729 0.32004 -4.40978  0.11
H103 -2.52953 1.84231 6.37533  0.12
H104 -0.29150 -5.56311 1.41305  0.08
H105 5.99929 4.46418 2.62790  0.07
H106 5.66704 -2.70870 -3.58332  0.06
H107 -3.26317 4.38559 6.75165  0.08
H108 2.96145 1.99355 3.17490  0.08
H109 5.64251 6.45353 -4.64052  0.08
H110 -2.62390 -5.15189 3.74182  0.07
H111 -1.65025 -4.41586 -1.87132  0.05
H112 3.24542 2.21823 -7.53364  0.09
H113 7.13320 -0.68586 -6.51156  0.09
H114 8.44075 0.30229 -6.91068  0.08
H115 -0.86619 -6.27967 9.18457  0.13
H116 -4.14594 -6.36276 -2.39608  0.12
H117 -2.65361 -5.84220 -0.39405  0.14
H118 2.82939 0.18104 -9.78397  0.11
H119 -1.84936 1.69006 -4.92897  0.07
H120 2.30129 3.81309 -9.66835  0.05
H121 -5.40793 -2.41334 -4.62334  0.08
H122 4.43887 5.23849 -4.08402  0.05
H123 -5.24953 -4.96878 11.24164  0.08
H124 0.69135 -6.08691 -0.74250  0.06
H125 -0.59273 -2.67038 1.86203  0.04
H126 7.11975 -2.03408 -3.62835  0.02
H127 2.26258 1.24937 -6.43467  0.07
H128 -0.34820 6.53932 -7.33517  0.13
H129 7.36395 1.18690 2.75169  0.07
H130 -5.85532 3.14343 5.36274  0.07
H131 -1.61363 -2.50309 4.24755  0.10
H132 4.20874 6.38631 -0.62203  0.12
H133 -4.91591 5.77679 -5.07764  0.08
H134 0.61506 -3.38782 -5.29215  0.09
H135 -0.35226 0.94573 -5.18034  0.08
H136 6.69244 -1.34565 -1.31282  0.12
H137 0.75744 7.13574 -2.01625  0.08
H138 0.16740 6.32132 0.52774  0.12
H139 -0.43824 -3.67389 10.85102  0.08
H140 -0.94114 -5.62598 6.59186  0.08
H141 -2.55655 1.68761 -2.76080  0.07
H142 5.71392 8.16458 -1.50433  0.06
H143 -3.30254 -2.85724 2.47553  0.01
H144 2.06162 -4.93377 4.34719  0.11
H145 0.98827 -6.45905 -2.47880  0.07
H146 -5.15619 1.43366 -3.14038  0.06
H147 -4.99830 -3.36963 8.32018  0.12
H148 -5.68518 -1.17318 0.07784  0.05
H149 -1.12623 2.89421 0.98585  0.06
H150 -0.47560 0.69823 4.95210  0.06
H151 -5.86123 -0.95528 -3.77435  0.08
H152 -3.61352 -4.80886 -3.10320  0.12
H153 9.00415 -2.70130 -1.98123  0.07
H154 1.32849 0.52103 -1.52128  0.08
H155 -4.10942 -3.01875 9.78572  0.12
H156 0.35960 -5.53520 11.54858  0.06
H157 -5.89852 -0.14427 6.01566  0.07
H158 -1.08179 8.82649 -1.90468  0.07
H159 1.70179 4.22409 -3.96639  0.08
H160 4.12193 2.33052 -12.27865  0.07
H161 4.07166 0.96161 -11.71550  0.07
H162 3.20070 -5.60707 -2.55602  0.13
H163 1.89857 -7.30209 -1.21457  0.08
H164 -3.00035 -6.67320 -4.64410  0.09
H165 -4.19099 -0.29176 -2.02728  0.03
H166 -5.96144 2.52200 -2.18671  0.08
H167 3.04457 -5.15898 2.85293  0.13
H168 -6.13099 -1.35782 10.75871  0.06
H169 0.77200 -5.98586 6.33286  0.09
H170 -2.16842 6.60577 -1.46002  0.12
H171 0.05059 -4.59893 5.52017  0.07
H172 -3.94892 3.28145 4.05677  0.10
H173 0.15879 3.47867 -7.15907  0.12
H174 -0.03964 1.80409 6.17026  0.09
H175 1.81986 3.55806 -11.32564  0.09
H176 -5.06119 2.37488 2.38478  0.06
H177 -4.49059 -0.03057 1.52432  0.11
H178 -3.94897 -4.08999 0.69364  0.05
H179 -3.10667 -2.45566 -3.58137  0.12
H180 -1.98905 5.29792 -5.88228  0.06
H181 -3.71527 3.49666 -4.20116  0.11
H182 2.72476 -1.47903 4.66061  0.08
H183 -2.71321 -7.98829 -3.53705  0.09
H184 4.17484 2.15884 -9.94594  0.13
H185 -1.68992 0.48936 -6.29525  0.10
H186 5.23324 5.09739 -1.09442  0.11
H187 -3.96850 -1.08546 7.34010  0.06
H188 -2.57193 -3.22451 -1.64171  0.04
H189 0.21247 5.46533 -9.50522  0.05
H190 -2.51094 -0.87040 0.66020  0.12
H191 -4.41241 0.39784 8.24542  0.08
H192 4.37898 -1.56472 0.46135  0.09
H193 2.57079 4.56431 0.03826  0.08
H194 -5.15214 1.68882 5.30617  0.02
H195 -0.39802 7.10880 -3.29273  0.08
H196 -2.87210 1.56631 -0.96550  0.08
H197 3.91961 -5.87514 -0.35570  0.08
H198 -1.39925 -3.77603 9.35749  0.05

Force components x, y, z for each atom (eV/Å):
O -0.7 -0.1 0.0
O 1.4 -0.1 0.1
O -0.6 0.4 -0.5
O 0.0 0.0 0.8
O 0.0 -0.3 1.3
O -0.4 -0.3 -1.3
O -0.7 0.3 0.4
O 2.0 1.2 0.4
O 0.7 -0.3 0.6
O 0.8 -0.9 -1.7
O 0.9 -0.7 0.7
O 0.7 1.7 -0.8
O -1.1 0.6 -1.0
O 0.3 0.3 1.1
O -0.5 -0.4 0.3
O -1.0 0.4 -1.0
O 0.4 -0.2 -0.2
O -0.1 1.2 -0.4
N 0.5 0.2 0.6
N -1.0 1.4 0.5
N -0.1 0.1 0.9
N -0.5 -0.2 0.1
N 1.1 -0.3 1.0
N 1.1 0.4 -0.2
N -0.9 -0.2 0.3
N -0.4 1.2 0.7
N -0.1 -0.6 1.1
N 0.1 0.2 1.2
N 1.1 -2.1 -0.2
N 0.7 -0.2 -0.1
N 0.0 -0.7 -0.8
N -0.3 1.5 0.0
N 0.3 -0.3 0.9
N -0.2 1.2 1.2
N -0.3 0.7 1.4
N 0.7 -0.3 1.0
C -0.7 -1.4 0.3
C -0.3 -0.5 -1.8
C 1.6 0.5 -1.3
C -0.6 0.5 -0.2
C 0.6 -0.5 -0.2
C -0.2 -0.3 -0.7
C -0.7 -0.2 0.0
C 0.3 0.1 -0.9
C 0.6 0.2 1.5
C 0.7 -0.8 -1.2
C -1.4 0.2 -0.5
C 0.5 0.1 -0.2
C 1.0 -0.2 -0.2
C 0.5 -1.2 0.3
C -0.3 -0.6 0.2
C -1.7 0.3 0.3
C 0.0 2.0 0.2
C 1.9 0.0 0.6
C 0.7 -0.3 0.1
C 0.4 -1.0 -0.5
C 0.7 -0.5 0.4
C -0.8 -0.2 0.4
C -0.3 0.5 0.4
C -1.2 -1.0 -0.2
C -0.5 0.9 0.4
C 0.0 -0.4 -0.8
C 0.0 -0.2 0.3
C 0.3 0.6 1.0
C -3.1 0.4 -2.6
C 0.1 -0.8 -1.0
C 0.8 -0.8 0.3
C -1.4 1.4 -0.9
C -0.5 0.1 0.0
C 0.2 -0.4 0.8
C 1.2 -0.8 1.6
C -1.1 0.2 -0.6
C 0.5 0.7 -1.3
C -0.9 1.6 0.1
C -1.1 0.5 1.1
C 0.6 -0.3 1.4
C -0.7 0.1 -0.8
C 0.2 0.0 -0.2
C 0.5 0.8 1.2
C 0.7 0.5 0.9
C 0.5 -1.3 -0.4
C 0.9 -0.4 -0.6
C -0.3 -1.5 0.7
C 0.0 -1.4 -0.1
C 0.7 0.8 -1.0
C -0.1 0.0 0.9
C 0.4 1.1 -0.9
C -0.6 -0.9 0.3
C -0.8 0.0 -0.1
C 0.5 -1.1 0.4
C -0.7 1.2 0.6
C -0.2 -0.8 1.4
C -1.2 0.8 1.5
C 0.0 -1.0 0.9
C 0.4 -0.4 -0.2
C -0.1 0.4 1.1
C 0.4 -0.6 -0.1
C -0.3 1.1 -0.6
C 0.4 -1.0 -0.7
C -0.6 -0.4 0.2
C 1.1 0.2 -0.8
C -0.9 0.9 -0.5
C -0.8 -0.8 -0.2
C -0.5 0.7 -0.2
C 1.0 -0.5 0.8
C 0.8 -0.6 -0.6
C 1.6 0.1 0.1
C 0.0 -0.6 -2.3
H -0.3 0.4 0.1
H 0.5 -0.5 -0.2
H -0.2 -0.2 0.0
H 0.3 -0.2 -0.1
H -0.4 0.5 -0.2
H -0.5 -0.4 0.1
H 0.2 -0.4 0.1
H -0.3 0.1 0.1
H -0.1 0.0 -0.1
H 0.1 0.6 -0.6
H 0.4 0.1 -0.2
H 0.5 -0.1 0.0
H 0.1 0.1 -0.3
H -0.5 0.3 0.0
H -0.4 0.2 -0.5
H -0.1 -0.2 0.1
H 0.3 0.4 -0.5
H -0.2 0.0 0.1
H -0.2 -0.3 -0.4
H 0.0 0.0 0.2
H -0.2 0.4 0.1
H -0.2 -0.1 -0.4
H 0.2 0.0 0.2
H 0.0 0.3 0.0
H 0.6 0.2 0.2
H 0.1 0.3 -0.2
H -0.4 -0.1 0.1
H 0.0 0.2 0.2
H 0.7 -0.5 0.2
H -0.1 0.0 -0.4
H -0.2 -0.4 -0.3
H 0.2 0.7 -0.5
H -0.1 -0.1 -0.1
H -0.3 0.8 -0.4
H -1.0 -0.4 -0.1
H -0.1 -0.3 -0.4
H 0.3 -0.2 0.3
H 0.3 0.1 0.2
H 0.0 0.6 0.7
H -0.2 -0.1 -0.2
H 0.0 -0.9 -1.1
H 0.6 0.4 0.6
H -0.3 0.3 0.3
H 0.2 -0.2 0.4
H 0.0 0.0 -0.8
H 0.6 0.1 -0.3
H 0.1 -0.4 -0.2
H -0.3 -0.1 0.0
H 0.1 -0.2 -0.2
H 0.0 -0.2 -0.2
H -0.6 -0.1 -0.3
H -0.4 0.4 -0.8
H 0.1 0.2 0.2
H 0.0 -0.2 -0.2
H 0.0 0.2 -0.4
H 0.1 0.3 -0.2
H -0.5 -0.5 0.1
H -0.1 -0.1 0.4
H 0.5 0.0 -0.7
H 0.2 -0.3 0.6
H 0.1 0.2 -0.5
H -0.2 0.4 0.0
H -0.1 -0.2 0.4
H 0.3 -0.6 -0.1
H 0.2 -0.5 -0.2
H -0.1 0.0 0.2
H -0.3 0.1 0.1
H -0.1 -0.1 -0.6
H -0.2 -0.4 0.0
H -0.2 -0.1 0.7
H 0.1 -0.2 -0.4
H 0.3 -0.2 0.0
H -0.2 -0.2 -0.8
H 0.0 -0.1 0.4
H 0.1 0.0 0.2
H -0.3 -0.3 0.3
H 0.0 -0.3 0.4
H -0.3 0.4 0.0
H 0.3 0.8 0.0
H 0.7 0.1 -0.6
H 0.2 -0.2 -0.7
H 0.3 0.5 0.7
H -0.2 0.2 0.1
H 0.4 0.0 0.2
H -0.5 0.4 0.0
H -0.1 -0.7 1.2
H 0.2 -0.6 0.1
H -0.4 -0.4 -0.7
H 0.4 -0.2 0.3
H -0.1 0.1 -0.2
H -0.4 0.1 0.2
H 0.1 0.3 -0.2
H 0.9 0.3 0.0
H 0.0 0.8 0.0
H 0.8 -0.3 0.2
H -0.1 -0.3 -0.2
H -0.3 -0.1 -0.1
H 0.1 0.4 0.5
H -0.3 -0.9 -0.3
H 0.3 0.1 0.2
H 0.0 -0.2 0.6
H 0.2 0.6 0.2
H -0.1 0.0 0.3
H 0.3 -0.2 -0.3
H -0.7 0.5 0.1
H -0.3 -0.1 -0.1
H 0.1 0.1 0.3
H 0.5 0.4 0.0
H -0.4 0.3 0.0
H 0.6 0.4 0.1
H 1.4 0.1 0.2
H 0.7 -0.2 0.3
H -0.4 0.0 0.4
H 0.1 0.5 -0.1
H -0.4 0.5 -0.6
H -0.2 -0.1 -0.1
H -0.1 -0.2 0.0
H 0.1 -0.4 0.0
H -0.6 0.1 -0.2
H 0.0 0.8 0.1
H 0.1 0.1 -0.3
H 0.2 -0.1 -0.4
H 0.6 0.3 -0.5
H 0.1 0.3 -0.1
H 0.4 0.0 0.2
H 0.2 0.4 -0.5
H -0.7 0.2 -0.3
H 0.3 0.0 0.2
H 0.7 -0.5 -0.1
H 0.2 0.2 -0.1
H 0.3 -0.2 0.0
H -0.5 0.0 0.3
H 0.3 0.2 0.0
H -0.2 0.3 -0.1
H 0.1 -0.6 -0.1
H 0.1 0.2 0.1
H 0.3 -0.4 0.1
H 0.3 0.3 -0.3
H 0.0 -0.1 0.1
H -0.1 0.2 0.2
H 0.2 -0.4 0.2
H -0.2 0.4 0.1
H 0.5 -0.1 -0.2
H 0.3 -0.3 0.3
H -0.6 -0.5 0.2
H -0.1 0.2 -0.3
H 0.1 0.1 -0.3
H 0.3 -0.1 0.3
H 0.1 0.2 -0.7
H -0.4 -0.1 -0.6
H 0.2 0.2 0.2
H -0.3 0.2 0.0
H 0.0 0.2 0.1
H 0.2 -0.9 0.2
H 0.1 0.0 0.3
H -0.1 0.0 0.3
H 0.0 0.3 -0.2
H -0.2 -0.1 0.0
H 0.1 0.3 -0.2
H -0.3 1.0 -0.1
H -0.2 -1.2 -0.5
H -0.5 -0.5 -0.7
H 0.1 0.0 0.0
H -0.4 0.7 0.3
H 0.0 0.4 0.4
H -1.2 -0.8 -0.4
H 0.3 0.1 0.2
H -0.3 0.1 0.9
H 0.0 -0.4 -0.4
H -0.1 -0.6 -0.1
H -0.1 0.2 0.2
H 0.6 0.1 -0.5
H -0.1 -0.2 -0.5
H -0.1 0.0 0.6
H -0.1 -0.5 0.0
H -0.3 -0.3 0.2
H 0.5 0.5 1.3
H -0.4 0.2 0.1
H -0.3 -0.5 -0.1
H -0.1 0.2 -0.1
H -0.2 -0.3 -0.3
H 0.6 0.0 -0.6
H -0.3 -0.1 0.2
H 0.0 0.1 0.6
H 0.1 0.4 -0.2
H 0.1 -0.5 -0.4
H -0.6 0.0 -0.3
H -0.8 0.5 0.4
H 0.3 0.2 0.3
H -0.1 0.0 -0.3
H -0.2 0.1 -0.5
H -0.4 0.7 0.6
H 0.3 0.1 0.2
H -0.1 0.0 -0.2
H -0.7 0.3 0.2
H -0.5 -0.7 -0.4
H -0.3 -0.4 -0.4
H -0.1 0.5 0.1

Values from the calculation:
HOMO-LUMO gap   8.804 eV
HOMO level   -0.309 Eh
Energy relative to the best compared isomer or geometry (same formula, charge and spin)   3.568 eV
M   1604.48 g/mol
Electronic energy   -5201.469422 Eh